Entry from the OMol25 dataset: a 8-piece molecular cluster, C24H64O8 overall at a distorted geometry (ωB97M-V with the def2-TZVPD basis set).

Structure (XYZ):
```
96
Properties=species:S:1:pos:R:3:forces:R:3:mulliken_charge:R:1
C -1.66554 -3.11084 3.36077 1.88 1.05 -1.67 -1.682
C -1.31590 -1.64986 2.98492 0.47 -0.53 1.70 0.722
C -1.10098 -0.82670 4.26626 -0.06 -1.81 0.15 -0.980
O -0.16477 -1.51583 2.14023 -0.83 -0.26 0.22 -0.048
H -0.95867 -3.57277 4.04004 0.19 0.21 0.28 0.323
H -1.63263 -3.69083 2.45414 -0.25 -0.40 -0.33 0.352
H -2.62780 -3.11998 3.75115 -1.77 -0.18 0.86 0.520
H -2.11639 -1.16304 2.45798 -0.81 -0.18 -0.38 0.243
H -0.26317 -1.30377 4.82816 -0.57 0.56 -0.22 0.340
H -2.02642 -0.83894 4.87316 0.51 0.13 -0.16 0.399
H -0.84946 0.15171 3.95408 0.30 1.24 0.10 -0.063
H -0.44336 -0.72830 1.64535 0.90 0.32 -0.52 0.005
C -2.69123 1.05032 -3.36383 1.77 0.10 -0.83 -1.027
C -4.18382 0.90855 -3.63814 0.90 -0.88 -0.02 0.588
C -4.77041 0.20824 -2.39321 -0.33 1.55 0.60 -1.134
O -4.81278 2.16879 -3.75752 -0.48 -0.17 -0.12 -0.533
H -2.48358 1.68445 -2.47155 -0.30 -0.54 -0.54 0.243
H -2.02297 1.46501 -4.22273 -1.44 -0.53 1.18 0.302
H -2.31882 0.01215 -3.20225 0.08 0.79 0.07 0.150
H -4.24653 0.25217 -4.57768 -0.48 0.90 1.09 0.183
H -5.78159 -0.17083 -2.52110 0.04 -0.18 -0.22 0.349
H -4.85687 0.99403 -1.57246 0.24 -0.85 -0.98 0.159
H -4.09394 -0.55622 -2.02175 -0.14 -0.22 -0.13 0.348
H -4.37293 2.68490 -4.43475 0.13 0.01 -0.17 0.320
C 3.92139 2.32021 4.49347 1.12 1.01 -0.59 -1.266
C 2.49657 2.74323 4.78689 1.14 0.65 -1.06 0.318
C 1.57841 2.05112 3.84175 -1.87 0.31 0.59 -0.921
O 2.25489 2.61057 6.16645 -0.64 -0.91 0.52 -0.554
H 4.22389 1.29457 4.77681 -0.44 0.53 0.16 0.334
H 4.56357 3.08544 4.92317 0.40 -0.38 0.71 0.363
H 4.18886 2.45079 3.44096 -0.44 -0.34 -0.24 0.316
H 2.34956 3.83389 4.52528 0.50 -0.89 0.71 0.255
H 1.69900 2.40652 2.82747 0.31 -0.09 -0.26 0.187
H 0.57597 2.34327 4.14517 -0.47 0.01 -0.14 0.244
H 1.57699 0.98374 3.88839 0.40 -0.88 -0.09 0.342
H 2.31943 1.66089 6.41862 -0.05 0.96 -0.37 0.344
C -0.03337 -4.60014 -5.77836 -0.39 -0.47 -0.01 -1.299
C -0.43529 -3.83425 -4.54341 -0.08 0.84 -0.64 0.583
C 0.78227 -3.48328 -3.78751 0.72 1.36 1.29 -1.116
O -1.00696 -2.52887 -4.92908 -1.08 -1.51 -0.38 -0.516
H -0.85717 -4.68590 -6.49222 0.10 0.02 -0.04 0.391
H 0.29277 -5.61666 -5.52146 -0.02 0.22 -0.04 0.344
H 0.79744 -4.05881 -6.21626 0.09 -0.04 -0.39 0.327
H -1.08074 -4.38921 -3.87799 -0.75 -0.15 -0.10 0.229
H 1.51668 -4.25849 -3.63846 -0.05 -0.58 -0.01 0.395
H 0.56032 -3.02593 -2.81395 -0.10 -0.31 -0.15 -0.042
H 1.26971 -2.68965 -4.32987 0.41 0.31 -0.39 0.388
H -1.80062 -2.72634 -5.49319 1.09 0.34 0.81 0.296
C 0.57379 -4.79301 0.79486 1.18 1.94 0.58 -0.866
C 1.94859 -4.03220 0.84798 -0.91 -0.49 -1.30 0.079
C 2.17030 -3.23841 -0.41849 -0.78 -0.27 -1.01 -0.391
O 2.03139 -3.13138 1.88042 -0.39 0.95 1.81 -0.561
H 0.45783 -5.21905 -0.17581 -0.28 -0.71 -0.52 0.431
H -0.19638 -4.04081 0.97231 -0.06 0.09 -0.39 -0.113
H 0.48389 -5.45721 1.62550 0.06 -0.91 0.30 0.326
H 2.75663 -4.75527 0.91151 0.19 -0.15 0.51 0.439
H 1.21520 -2.75612 -0.67781 0.34 0.17 -0.03 -0.185
H 2.47230 -3.84058 -1.27716 -0.06 -0.14 -0.02 0.456
H 2.92829 -2.48913 -0.26102 0.27 0.30 0.14 0.115
H 1.28461 -2.46865 1.85516 0.64 -0.91 0.02 0.471
C -3.71391 4.26283 1.20953 0.32 -0.66 -0.89 -1.015
C -3.26447 3.45935 2.42175 0.13 0.51 1.93 0.403
C -4.02274 2.11865 2.78929 1.49 1.11 -0.80 -1.028
O -1.81741 3.16907 2.47196 -0.29 0.33 -0.89 -0.409
H -4.69718 4.74206 1.42669 0.75 -0.35 -0.29 0.347
H -3.79557 3.59369 0.30328 -0.03 0.77 0.80 0.099
H -2.94287 5.04258 0.98509 -0.77 -0.44 0.16 0.348
H -3.36333 4.16273 3.30050 -0.39 -0.77 -0.63 0.255
H -3.32824 1.69358 3.52591 -0.51 -0.40 -0.15 0.215
H -4.17447 1.44144 1.91891 0.26 0.48 0.57 0.188
H -4.97472 2.33834 3.25848 -0.12 0.05 0.01 0.429
H -1.31089 3.99449 2.30249 -0.68 -0.72 0.18 0.197
C 3.89990 0.83429 -3.43645 -1.27 0.50 1.25 -1.178
C 4.40064 1.33898 -2.09546 0.30 -0.14 0.84 0.536
C 4.70907 2.82212 -1.97176 0.23 0.34 -0.33 -1.331
O 3.47378 0.96440 -1.03619 0.60 -0.09 -0.37 -0.331
H 4.59675 1.12680 -4.18739 0.45 -0.11 -0.82 0.457
H 2.89343 1.26002 -3.65040 0.64 -0.28 0.02 0.211
H 3.80892 -0.24326 -3.29084 -0.01 -0.02 -0.63 0.265
H 5.31803 0.79432 -1.89281 0.41 -0.07 0.02 0.272
H 3.77574 3.37071 -2.09217 0.02 0.25 -0.29 0.272
H 5.48430 3.16759 -2.70896 -0.89 -0.37 0.49 0.350
H 5.07956 3.09505 -0.97533 -0.02 -0.37 -0.16 0.319
H 3.81287 0.12451 -0.69022 -0.38 0.33 0.01 0.188
C 0.67836 2.50797 -0.14474 -2.31 1.33 0.30 -1.248
C -0.36406 1.33749 -0.32070 2.45 1.38 -0.02 1.514
C 0.31545 0.15982 -1.01407 0.70 0.15 0.77 -1.143
O -0.73612 0.88929 0.98336 -0.18 -0.09 -0.08 -0.210
H 0.19739 3.25329 0.57404 0.69 -0.77 -0.78 0.183
H 1.03251 3.11748 -1.00659 -0.63 -0.82 0.14 0.315
H 1.52240 2.09086 0.30240 1.52 -0.55 0.87 0.265
H -1.19741 1.75726 -0.85744 -0.64 -0.28 -0.21 -0.525
H 0.69381 0.35794 -2.02246 -0.34 0.21 0.16 0.473
H -0.41703 -0.62494 -1.03762 -0.13 -0.79 -0.19 0.410
H 1.22410 -0.14938 -0.41078 -1.20 0.26 -0.56 -0.001
H -0.87607 1.63127 1.59930 -0.22 0.05 -0.37 -0.315
```
Forces are in eV/Å.

## Properties
Molecular weight: 480.77 g/mol
Energy above the lowest of the compared OMol25 structures with the same formula, charge and spin: 247.8 kJ/mol
Total energy: -1554.642996 Eh